{
  "formula": "C4H4N2",
  "method": "the ωB97M-V functional and the def2-TZVPD basis",
  "elements": ["C", "C", "C", "C", "N", "N", "H", "H", "H", "H"],
  "positions_angstrom": [[1.2069, -0.8896, -1.4765], [0.6800, -1.2971, -2.7121], [0.5836, -0.6399, -0.4419], [0.4307, -0.1388, 0.9606], [-0.5085, -1.2928, -2.7264], [-1.5359, -1.6337, -2.2169], [-2.4802, -1.1606, -2.4359], [-0.7002, -0.2452, 1.1371], [0.8482, 0.8518, 1.0399], [0.9577, -0.7387, 1.7627]],
  "homo_energy_ev": -8.754,
  "gap_ev": 8.87,
  "total_energy_ha": -264.08705,
  "lumo_energy_ev": 0.1199,
  "total_charge": 0,
  "de_lowest_kj_mol": 628.5
}